(P)
Entry from the Open Molecules 2025 dataset: a structure of composition C4H7IN (ωB97M-V/def2-TZVPD).

Properties
Net charge = +1
HOMO = -13.86 eV
Kohn-Sham gap = 7.4 eV

Element x y z (Å)
I -0.0336 1.9344 -1.2706
N 0.5859 -0.7769 0.7525
C -0.8973 -0.9291 0.8442
C 0.7367 1.9700 0.5818
C -0.2725 -0.9313 -1.6639
C -0.1741 -0.9828 -0.3511
H 0.1087 2.3355 1.3585
H 1.3326 -1.4183 1.0305
H 1.7230 1.9436 0.6467
H -1.1655 -1.7513 1.4912
H -1.2572 0.1340 1.0219
H 0.5986 -0.8070 -2.3811
H -1.2852 -0.7208 -2.0607



(Q)
Entry from the Open Molecules 2025 dataset: the ion C4H7IN with charge +1 (ωB97M-V/def2-TZVPD).

Properties
Net charge = +1
HOMO = -12.54 eV
Kohn-Sham gap = 7.3 eV

Element x y z (Å)
I -3.7961 -1.2323 -0.1825
N 1.4405 0.4833 0.2468
C 0.3282 0.3836 -0.6787
C 1.5453 0.1006 1.4570
C -1.0069 -0.0495 -0.1462
C -1.8671 -0.7846 -0.8497
H 2.4488 0.2889 2.0179
H 2.2348 0.9618 -0.1838
H -1.6177 -1.2138 -1.8066
H -1.3023 0.3792 0.8015
H 0.2161 1.3877 -1.1109
H 0.7331 -0.4322 1.9334
H 0.6434 -0.2728 -1.4980



It is (Q) that is most stable; the runner-up trails by 94.2 kcal/mol.



(P)
Entry from the Open Molecules 2025 dataset: a cluster of 2 separate species, C4H7ClS in total (ωB97M-V/def2-TZVPD).

Properties
Net charge = 0
HOMO (spin up / spin down) = -8.67 / -8.67 eV
Kohn-Sham gap (spin up / spin down) = 8.3 / 8.3 eV

Element x y z (Å)
Cl -2.3711 -0.5706 -0.0542
S 1.9297 -0.9154 -0.4382
C 0.3769 -0.8072 0.3484
C -0.7251 0.0535 -0.1115
C -0.4947 0.9661 -1.2900
C -0.0661 0.2922 1.2339
H -0.6252 0.4053 -2.2159
H 0.5228 1.3510 -1.2654
H -1.1958 1.7974 -1.2776
H -0.6418 0.0474 2.1121
H 0.5892 1.1448 1.3598
H 0.0693 -2.6430 0.9194
H 2.6320 -1.1213 0.6793



(Q)
Entry from the Open Molecules 2025 dataset: a structure of composition C4H7ClS (ωB97M-V/def2-TZVPD).

Properties
Net charge = 0
HOMO = -8.95 eV
Kohn-Sham gap = 8.6 eV

Element x y z (Å)
Cl 0.0168 -1.1063 1.9501
S 2.1666 1.9432 0.9450
C 0.9710 0.9925 1.3628
C 0.6424 -0.1685 0.5395
C -0.3026 0.2501 -0.4196
C -0.8590 -0.8996 -1.3166
H -0.2531 1.2876 -0.8968
H 0.3753 1.2961 2.2408
H -0.5499 -1.9664 -0.6293
H 1.5848 -0.8989 0.3006
H -0.3290 -0.8836 -2.7997
H -2.2462 -0.3464 -1.5271
H -1.2169 0.5000 0.2502



It is (P) that is most stable; the runner-up trails by 49.5 kcal/mol.



(P)
Entry from the Open Molecules 2025 dataset: a cluster of 2 separate species, C8H11N4S in total (ωB97M-V/def2-TZVPD).

Properties
Net charge = +1
HOMO = -12.63 eV
Kohn-Sham gap = 8.7 eV

Element x y z (Å)
S -0.0271 0.0782 -4.1443
N -2.0540 0.5526 3.7126
N -1.0619 1.6537 -1.7648
N -0.9010 1.0547 -0.6462
N 0.9455 -1.5428 1.7365
C 1.3811 0.2020 -5.2881
C -0.1874 -0.9296 3.6684
C 2.1747 -1.4465 1.5214
C 0.0400 -0.7524 2.3590
C -1.8657 0.8367 2.4676
C -1.2279 -0.3188 4.3622
C -0.8388 0.1464 1.7334
C -0.7449 0.7649 0.4658
H 2.1967 0.5964 -4.6434
H -2.5166 1.5586 1.8547
H -0.7099 1.1696 -2.5871
H 0.9175 0.8984 -6.0874
H 2.7426 -0.5695 1.7402
H 0.1195 -1.0781 -3.2586
H -1.4583 -0.4278 5.3788
H 0.5990 -1.6543 4.1161
H -1.7838 2.3252 -1.8970
H 2.6483 -2.3471 1.0264
H 1.6121 -0.7705 -5.8263



(Q)
Entry from the Open Molecules 2025 dataset: a structure of composition C8H11N4S (ωB97M-V/def2-TZVPD).

Properties
Net charge = +1
HOMO = -12.70 eV
Kohn-Sham gap = 9.0 eV

Element x y z (Å)
S -1.1225 -1.9341 0.0178
N -4.4989 0.0801 0.0434
N 1.7697 -1.7636 -0.1122
N 0.7290 0.3782 -0.1777
N -1.8107 0.6075 0.0414
C 3.1446 -1.2929 0.0194
C -2.2806 -0.6476 -0.0578
C -3.6748 -0.8971 -0.1132
C 2.0645 1.0123 -0.2332
C -2.6571 1.5859 0.1318
C 3.1786 0.1806 0.4296
C -4.0588 1.3041 0.0377
C 0.7598 -0.9013 -0.0645
H -0.4880 0.8638 -0.0892
H 2.1895 1.1486 -1.3597
H 4.1248 0.8709 0.2845
H -2.1758 2.6027 -0.0311
H 3.4738 -1.3780 -1.0268
H 2.8636 0.3738 1.5710
H 3.6327 -1.9142 0.7572
H -3.8630 -1.8872 -0.0827
H 1.5466 -2.6448 -0.3487
H 1.9723 2.0553 0.1816
H -4.8191 2.1970 0.1814



It is (Q) that is most stable; the runner-up trails by 51.6 kcal/mol.



(P)
Entry from the Open Molecules 2025 dataset: the ion C4H10NOS with charge +1 (ωB97M-V/def2-TZVPD).

Properties
Net charge = +1
HOMO = -13.88 eV
Kohn-Sham gap = 10.5 eV

Element x y z (Å)
S -3.4161 0.5731 -0.1803
O 1.0071 1.1080 0.0715
N -0.9120 -0.1912 0.6615
C 0.5642 -0.1489 0.1460
C 1.1721 -1.2611 -0.2117
C -2.0713 -0.6914 -0.2411
C 2.3173 1.3521 -0.3743
H 2.3804 2.3801 -0.2054
H 2.4452 1.0898 -1.4045
H -3.6205 0.4764 1.1615
H 0.6983 -2.1021 -0.0137
H -0.7629 -0.5828 1.6293
H -1.6541 -0.6343 -1.3229
H 3.1469 0.8546 0.1838
H -1.2398 0.7573 0.7410
H 2.2051 -1.2723 -0.7451
H -2.2599 -1.7073 0.1044



(Q)
Entry from the Open Molecules 2025 dataset: the ion C4H10NOS with charge +1 (ωB97M-V/def2-TZVPD).

Properties
Net charge = +1
HOMO = -13.41 eV
Kohn-Sham gap = 9.6 eV

Element x y z (Å)
S 1.7959 1.0369 0.0555
O -2.0039 0.4481 -0.6873
N 1.2609 -1.6230 -0.9210
C 0.8238 -0.1818 -0.8309
C -1.0621 1.3710 -0.1864
C -0.0989 -0.0467 1.7506
C 0.1251 0.4656 0.3397
H -0.6150 2.1832 -0.9010
H -1.4995 1.8846 0.6480
H -0.3905 0.7244 2.4739
H 1.8558 -1.9042 -1.7427
H 1.8516 -1.8997 -0.0513
H -2.8325 0.7717 -1.0036
H -0.9370 -0.7209 1.7593
H 0.9099 -0.4501 1.9701
H 0.3110 0.1883 -1.6257
H 0.5054 -2.2473 -1.0470



It is (Q) that is most stable; the runner-up trails by 13.2 kcal/mol.